{
  "formula": "C26H23IN2O2PTi",
  "method": "ωB97M-V/def2-TZVPD",
  "species": ["Ti", "I", "C", "C", "C", "C", "C", "C", "C", "C", "C", "P", "C", "C", "C", "C", "C", "C", "C", "C", "C", "C", "C", "C", "C", "H", "H", "H", "H", "H", "H", "H", "H", "H", "H", "H", "H", "H", "H", "H", "H", "C", "C", "N", "O", "C", "C", "N", "O", "H", "H", "H", "H", "H", "H", "H"],
  "coordinates": [[-1.719982, 0.440533, 0.401802], [-2.608548, -2.069411, -0.058404], [-1.341095, -3.055315, -1.574488], [-2.073246, -4.037062, -2.173988], [-1.447789, -4.877345, -3.106633], [-0.115030, -4.717969, -3.344178], [0.645867, -3.723937, -2.686301], [2.038408, -3.670080, -2.913017], [2.826930, -2.730178, -2.314979], [2.224642, -1.755122, -1.517223], [0.865220, -1.762415, -1.254002], [0.431817, -0.219428, -0.384786], [0.822885, 1.146513, -1.498821], [1.999844, 1.893367, -1.442839], [2.227387, 2.864758, -2.403241], [1.287197, 3.102601, -3.399737], [0.118650, 2.351594, -3.464480], [-0.116449, 1.373264, -2.517072], [1.392130, -0.078534, 1.128973], [1.558103, 1.210018, 1.666315], [2.362287, 1.379777, 2.779202], [2.976757, 0.278318, 3.366192], [2.755855, -1.004095, 2.872744], [1.959617, -1.189894, 1.755359], [0.027867, -2.786518, -1.783136], [-3.118232, -4.190966, -1.938532], [-2.030528, -5.643310, -3.598169], [0.389149, -5.360239, -4.055173], [2.478890, -4.403496, -3.576971], [3.896108, -2.715632, -2.472859], [2.847114, -0.965331, -1.113635], [2.728200, 1.724960, -0.659232], [3.144545, 3.437573, -2.377256], [1.468437, 3.876336, -4.133838], [-0.597963, 2.526168, -4.255533], [-1.008508, 0.755455, -2.585996], [1.097569, 2.066211, 1.183875], [2.532399, 2.368316, 3.185031], [3.636904, 0.418977, 4.212070], [3.206150, -1.862159, 3.353378], [1.791203, -2.183119, 1.359617], [-2.561553, 2.038487, 4.395068], [-2.346070, 1.706718, 2.974642], [-1.755989, 0.664834, 2.481645], [-1.142703, -0.295652, 3.197683], [-2.909441, 2.535031, 1.838597], [-3.996197, 3.520771, 1.927983], [-2.292887, 2.135732, 0.781608], [-2.571548, 1.826433, -0.476289], [-2.027551, 1.389026, 5.084776], [-3.630837, 1.967495, 4.623404], [-2.274769, 3.075165, 4.588568], [-1.187568, -0.125288, 4.153563], [-4.278764, 3.739344, 2.954101], [-4.876490, 3.157298, 1.383580], [-3.708394, 4.451409, 1.431039]],
  "forces_ev_per_angstrom": [[0.8, -2.0, -0.4], [0.4, -0.2, -0.2], [-0.3, 0.3, 0.3], [-0.2, 0.1, 0.2], [0.1, 0.0, -0.1], [-0.1, -0.1, -0.1], [-0.2, 0.2, 0.2], [0.1, 0.1, 0.0], [0.0, -0.1, -0.1], [-0.2, 0.0, 0.0], [0.0, 0.3, 0.3], [1.3, -0.5, -0.9], [-0.5, -0.1, 0.1], [0.0, 0.0, 0.1], [0.0, 0.0, 0.0], [0.0, 0.0, 0.0], [0.0, 0.0, -0.1], [0.2, -0.1, 0.1], [-0.4, 0.3, -0.1], [0.0, -0.1, 0.0], [0.0, 0.1, 0.1], [0.0, 0.0, 0.0], [-0.1, -0.1, -0.1], [-0.1, -0.1, 0.0], [0.1, -0.1, -0.1], [0.0, 0.0, -0.1], [0.0, 0.0, 0.0], [0.0, 0.0, 0.1], [0.0, 0.0, 0.0], [0.0, 0.0, 0.0], [0.0, 0.0, 0.0], [0.0, 0.0, -0.1], [0.0, 0.0, 0.0], [0.0, 0.0, 0.0], [0.0, 0.0, 0.0], [0.0, 0.0, -0.1], [0.1, 0.1, 0.0], [0.0, 0.0, 0.0], [0.0, 0.0, 0.0], [0.1, 0.0, 0.0], [0.1, 0.0, 0.0], [-0.1, 0.1, 0.1], [0.1, -0.1, 0.1], [-0.2, 0.1, 0.6], [0.0, -0.2, 0.2], [0.0, 0.3, -0.1], [-0.2, 0.1, 0.0], [-0.3, 1.2, 0.9], [-0.8, 0.7, -0.8], [0.0, 0.0, 0.0], [0.0, 0.0, 0.0], [0.1, 0.0, 0.0], [-0.1, 0.1, 0.1], [0.0, 0.0, 0.0], [0.0, -0.1, 0.0], [0.1, 0.0, 0.0]],
  "charge": 3,
  "de_lowest_kj_mol": 55.5,
  "energy_ev": -74884.791
}

{
  "formula": "C26H23MnN3OS2Si",
  "method": "ωB97M-V/def2-TZVPD",
  "species": ["Mn", "C", "S", "C", "S", "N", "N", "C", "C", "C", "C", "C", "C", "N", "H", "H", "H", "H", "H", "H", "H", "H", "O", "Si", "C", "C", "C", "C", "C", "C", "C", "C", "C", "C", "C", "C", "C", "C", "C", "C", "C", "C", "H", "H", "H", "H", "H", "H", "H", "H", "H", "H", "H", "H", "H", "H", "H"],
  "coordinates": [[-0.657489, -1.889568, -0.408688], [-5.256114, -1.974766, 1.993445], [-4.382527, -3.546850, 1.873516], [-2.978576, -3.154138, 0.957224], [-2.731737, -1.523294, 0.353666], [-2.141484, -4.148255, 0.808144], [-1.034457, -3.758301, 0.111227], [-0.124244, -4.619653, -0.169099], [1.019694, -4.131269, -0.953587], [2.095561, -4.906563, -1.319980], [3.110452, -4.312664, -2.069475], [3.012529, -2.980293, -2.422562], [1.899177, -2.257363, -2.013214], [0.930819, -2.826234, -1.303444], [-6.127789, -2.189622, 2.608777], [-5.583590, -1.629892, 1.016324], [-4.643009, -1.224396, 2.487358], [-0.224437, -5.650395, 0.154015], [2.141550, -5.946889, -1.030214], [3.971525, -4.894635, -2.368671], [3.784370, -2.491120, -2.998199], [1.771609, -1.205458, -2.233848], [-0.229010, -0.246614, -0.886513], [0.132128, 1.240719, -0.212568], [1.901676, 1.107881, 0.364293], [2.395964, -0.078958, 0.914421], [3.703250, -0.183019, 1.366064], [4.549316, 0.914671, 1.275824], [4.081738, 2.104314, 0.737490], [2.772749, 2.196005, 0.283464], [-0.085173, 2.549933, -1.500785], [-0.033963, 2.257407, -2.865726], [-0.168273, 3.257539, -3.817356], [-0.353666, 4.573054, -3.415622], [-0.407947, 4.885616, -2.064756], [-0.278968, 3.880921, -1.116786], [-1.018371, 1.517962, 1.219035], [-0.645721, 1.226078, 2.533803], [-1.555321, 1.335531, 3.577701], [-2.855622, 1.746797, 3.322111], [-3.244049, 2.053294, 2.023628], [-2.332991, 1.937751, 0.985187], [1.743585, -0.945170, 1.015470], [4.062902, -1.110487, 1.793551], [5.570103, 0.842491, 1.627479], [4.737845, 2.962163, 0.670728], [2.427869, 3.128351, -0.149459], [0.102953, 1.231955, -3.190967], [-0.131412, 3.014368, -4.871183], [-0.461609, 5.354731, -4.156122], [-0.557052, 5.910518, -1.751308], [-0.338509, 4.136811, -0.064047], [0.372470, 0.921361, 2.751120], [-1.247297, 1.112409, 4.590937], [-3.561925, 1.845237, 4.136526], [-4.253060, 2.391511, 1.824842], [-2.646433, 2.188469, -0.023172]],
  "forces_ev_per_angstrom": [[-0.1, 0.7, -0.5], [0.0, 0.0, 0.0], [-0.1, 0.0, 0.0], [0.1, 0.0, 0.1], [0.0, -0.1, 0.2], [0.1, 0.2, -0.1], [-0.1, -0.4, 0.2], [0.1, 0.0, -0.1], [-0.2, 0.0, 0.1], [0.1, 0.0, -0.1], [0.0, 0.0, 0.0], [0.0, 0.0, 0.0], [0.1, 0.0, 0.0], [0.1, -0.1, 0.3], [0.0, 0.0, 0.0], [0.0, 0.0, 0.0], [0.0, 0.0, 0.0], [0.0, 0.0, 0.0], [0.0, 0.0, 0.0], [0.0, 0.0, 0.0], [0.0, 0.0, 0.0], [0.0, 0.0, 0.0], [0.0, 0.0, 0.0], [0.0, -0.1, 0.0], [0.1, 0.0, 0.0], [0.0, 0.0, 0.0], [0.0, 0.0, 0.0], [0.0, 0.0, 0.0], [0.0, 0.0, 0.0], [0.0, 0.0, 0.0], [-0.1, 0.1, -0.1], [0.0, 0.0, 0.0], [0.0, 0.0, 0.0], [0.0, 0.0, 0.0], [0.0, 0.0, 0.0], [0.0, 0.0, 0.0], [-0.1, 0.0, 0.1], [0.0, 0.0, 0.0], [0.0, 0.0, 0.0], [0.0, 0.0, 0.0], [0.0, 0.0, 0.0], [0.0, 0.0, 0.0], [0.0, 0.0, 0.0], [0.0, 0.0, 0.0], [0.0, 0.0, 0.0], [0.0, 0.0, 0.0], [0.0, 0.0, 0.0], [0.0, 0.0, 0.0], [0.0, 0.0, 0.0], [0.0, 0.0, 0.0], [0.0, 0.0, 0.0], [0.0, 0.0, 0.0], [0.0, 0.0, 0.0], [0.0, 0.0, 0.0], [0.0, 0.0, 0.0], [0.0, 0.0, 0.0], [0.0, 0.0, 0.0]],
  "charge": 1,
  "de_lowest_kj_mol": 39.2,
  "energy_ev": -94718.548,
  "multiplicity": 5
}

{
  "formula": "C26H23N3O5S2",
  "method": "ωB97M-V/def2-TZVPD",
  "species": ["C", "C", "O", "C", "O", "C", "C", "N", "C", "O", "C", "S", "C", "N", "C", "C", "C", "C", "C", "C", "C", "O", "N", "C", "C", "C", "C", "C", "C", "S", "C", "C", "C", "O", "C", "C", "H", "H", "H", "H", "H", "H", "H", "H", "H", "H", "H", "H", "H", "H", "H", "H", "H", "H", "H", "H", "H", "H", "H"],
  "coordinates": [[0.797681, -1.157931, 4.252330], [1.693585, -0.514700, 3.210705], [1.535336, -1.212061, 1.970830], [1.685436, -0.530839, 0.841640], [1.928897, 0.669435, 0.823198], [1.485054, -1.312579, -0.375197], [1.368915, -0.658030, -1.601651], [1.439268, 0.698726, -1.780725], [0.644073, 1.284025, -2.736462], [0.270203, 0.682839, -3.713820], [0.355766, 2.760821, -2.545779], [0.064836, 3.276455, -0.821418], [-0.818712, 1.872776, -0.244052], [-1.157401, 0.993757, -1.114822], [-1.661401, -0.201481, -0.682656], [-1.984599, -1.188063, -1.619141], [-2.382014, -2.430994, -1.183732], [-2.480424, -2.711464, 0.179373], [-2.200355, -1.737147, 1.110447], [-1.793142, -0.469411, 0.690754], [-1.507569, 0.579872, 1.661030], [-1.639250, 0.483762, 2.863074], [-1.032261, 1.773069, 1.094120], [-0.742947, 2.864374, 1.971605], [0.571357, 3.212012, 2.246209], [0.824733, 4.266264, 3.105866], [-0.222510, 4.958680, 3.689218], [-1.531436, 4.597413, 3.417100], [-1.797881, 3.547964, 2.556662], [0.971944, -1.697040, -2.891920], [0.953727, -3.063966, -1.793562], [0.540952, -4.289688, -2.465515], [0.216662, -5.516952, -1.650278], [0.420417, -4.285454, -3.675342], [1.256599, -2.713615, -0.497790], [1.368408, -3.657400, 0.650638], [0.974425, -2.229591, 4.290807], [1.010763, -0.724924, 5.225139], [-0.244889, -0.971500, 4.009369], [1.433199, 0.538639, 3.071346], [2.749959, -0.581358, 3.496901], [1.703700, 1.204170, -0.928908], [-0.516157, 3.013965, -3.148453], [1.209625, 3.354943, -2.875935], [-1.891001, -0.954841, -2.667555], [-2.613764, -3.198923, -1.906573], [-2.789800, -3.694195, 0.503119], [-2.288032, -1.923240, 2.170426], [1.379865, 2.658408, 1.794877], [1.845544, 4.541435, 3.323418], [-0.019059, 5.778327, 4.361848], [-2.349149, 5.131901, 3.876261], [-2.813758, 3.252282, 2.341954], [-0.391928, -5.260554, -0.788408], [-0.314278, -6.222621, -2.285038], [1.137085, -5.988319, -1.311105], [1.643672, -4.651735, 0.317722], [2.117183, -3.302235, 1.351802], [0.418489, -3.710418, 1.182647]],
  "forces_ev_per_angstrom": [[0.1, 0.0, -0.4], [0.0, 0.4, 0.6], [-0.2, -0.2, -0.1], [0.1, 0.2, -0.2], [0.1, -0.1, 0.2], [0.1, 0.2, -0.3], [-0.1, -0.2, -0.1], [0.5, 0.1, 0.2], [0.3, 0.3, -0.2], [0.0, 0.2, -0.3], [-0.5, 0.1, 0.3], [0.3, 0.4, -0.1], [-0.2, -0.2, -0.9], [-0.2, 0.6, 0.1], [-0.2, -0.3, 0.7], [-0.1, 0.0, 0.1], [0.0, 0.1, -0.1], [0.0, -0.1, 0.2], [0.0, 0.0, 0.1], [-0.1, -0.2, -0.4], [0.0, -0.1, 0.1], [0.0, 0.0, 0.1], [-0.1, -0.1, 0.3], [0.1, 0.3, 0.3], [-0.1, -0.1, 0.0], [0.0, 0.1, 0.0], [0.0, 0.0, 0.0], [-0.1, 0.0, 0.0], [0.1, 0.0, -0.1], [0.2, -0.5, 0.5], [0.3, 0.8, -0.1], [0.0, -0.3, 0.2], [-0.1, -0.1, -0.3], [-0.1, -0.2, -0.1], [-0.1, -0.2, -0.4], [0.1, -0.2, 0.1], [0.0, -0.1, 0.1], [0.0, 0.0, 0.1], [-0.1, 0.0, 0.0], [0.1, -0.2, 0.0], [-0.1, 0.1, -0.1], [-0.2, -0.1, -0.3], [0.2, -0.1, 0.0], [0.0, 0.0, 0.0], [0.0, 0.0, -0.1], [0.0, -0.1, -0.1], [0.0, -0.1, 0.0], [0.0, 0.0, 0.1], [0.0, -0.1, 0.0], [0.1, 0.0, 0.0], [0.0, 0.1, 0.1], [-0.1, 0.0, 0.0], [-0.1, 0.0, 0.0], [0.0, 0.0, 0.2], [0.0, 0.0, 0.0], [0.1, 0.0, 0.1], [0.0, -0.1, 0.0], [0.0, -0.1, 0.0], [-0.1, 0.0, 0.1]],
  "smiles": "CCOC(=O)c1c(NC(=O)CSc2nc3ccccc3c(=O)n2-c2ccccc2)sc(C(C)=O)c1C",
  "energy_ev": -63716.006
}